[1]
# C33H45GeNO5P2Pb

C33H45GeNO5P2Pb as an isolated structure (wB97M-V/def2-TZVPD, OMol25).

Calculated values
- Orbital gap: 0.197 Ha
- HOMO level: -1.2 eV
- Relative energy (zero: lowest compared OMol25 entry of this formula, charge and spin): 0.160 eV
- Charge: -2

Positions of all 88 atoms, in Å:
Pb  -1.71791  -0.08032  -0.05661
O  0.41788  2.40825  -6.07930
C  -0.37754  2.81828  -5.04518
O  -0.62858  2.08461  -4.13202
C  -0.79767  4.24277  -5.27163
O  -1.60226  4.68297  -4.22069
C  -1.78750  6.09222  -4.24122
C  -2.57952  6.70221  -5.41909
O  -2.72898  5.99657  -6.43951
O  -3.00588  7.85219  -5.17513
H  0.66929  1.50458  -5.86163
H  0.12943  4.83837  -5.35512
H  -1.29768  4.33251  -6.24461
H  -2.29580  6.33758  -3.31050
H  -0.79654  6.58485  -4.22921
C  -0.85952  4.20782  -0.79067
P  -0.36237  2.52298  -0.26741
C  1.06559  2.25405  -1.36993
C  0.46458  2.91540  1.33504
C  1.16980  1.73916  2.04213
P  -0.00731  0.29728  2.45942
C  -0.27887  1.31515  4.15485
C  0.97330  -0.97653  3.38274
H  -0.01905  4.90441  -0.77024
H  -1.64723  4.58162  -0.13386
H  -1.25578  4.15723  -1.80936
H  1.78122  3.07625  -1.28524
H  0.71674  2.18182  -2.39443
H  1.52683  1.31123  -1.07330
H  -0.30759  3.33950  1.98561
H  1.17873  3.72457  1.13203
H  1.64203  2.12159  2.94935
H  1.93340  1.32292  1.38865
H  0.70435  1.43978  4.61752
H  -0.91449  0.84906  4.90187
H  -0.67028  2.31429  3.95342
H  1.08474  -0.76830  4.44772
H  1.95684  -1.05884  2.92060
H  0.47785  -1.93884  3.25726
C  -2.77230  -0.87412  4.22450
C  -2.88448  0.15432  3.08033
C  -3.31419  1.53656  3.61090
C  -4.06339  -0.32871  2.22134
N  -1.70382  0.12553  2.20186
H  -3.66201  -0.84522  4.86057
H  -1.89993  -0.71943  4.85073
H  -2.69440  -1.87292  3.79706
H  -4.34807  1.49443  3.96977
H  -3.26730  2.26019  2.79548
H  -2.69757  1.89719  4.42367
H  -4.95489  -0.44590  2.84216
H  -3.83244  -1.29032  1.75918
H  -4.28581  0.38486  1.42441
C  0.31111  -0.40028  0.71813
Ge  1.00430  -2.03291  0.18606
C  1.51970  -2.09022  -1.73888
C  2.45961  -3.01126  -2.21783
C  2.79959  -3.06516  -3.56728
C  2.20792  -2.18956  -4.46973
C  1.28749  -1.25794  -4.01237
C  0.95585  -1.21073  -2.66374
C  -0.15039  -3.67350  0.39024
C  0.01513  -4.87308  -0.31134
C  -0.87365  -5.93251  -0.14841
C  -1.94889  -5.81562  0.72460
C  -2.13655  -4.63270  1.42218
C  -1.24950  -3.57506  1.24880
C  2.68871  -2.62728  1.05396
C  2.83727  -3.87098  1.66764
C  4.03760  -4.23748  2.27386
C  5.11285  -3.36171  2.27128
C  4.98434  -2.11900  1.66296
C  3.78448  -1.75838  1.06348
H  2.94144  -3.69256  -1.52494
H  3.53198  -3.78729  -3.91174
H  2.47168  -2.22677  -5.52076
H  0.82420  -0.55410  -4.69557
H  0.26406  -0.45735  -2.33061
H  0.83912  -4.97977  -1.00512
H  -0.73138  -6.84816  -0.71121
H  -2.64383  -6.63877  0.84894
H  -2.98182  -4.52689  2.09333
H  -1.42246  -2.63608  1.75947
H  2.00217  -4.56107  1.67642
H  4.13002  -5.20748  2.75006
H  6.04667  -3.64334  2.74413
H  5.82079  -1.42901  1.65991
H  3.68670  -0.78372  0.59976

---

[2]
# C7H12

One molecule with the formula C7H12 (wB97M-V/def2-TZVPD, OMol25).

Calculated values
- Orbital gap: 0.343 Ha
- HOMO level: -8.5 eV
- Relative energy (zero: lowest compared OMol25 entry of this formula, charge and spin): 1.565 eV

Positions of all 19 atoms, in Å:
C  0.45868  -1.59710  -2.11813
C  -0.06647  -0.81375  -1.17299
C  0.68318  0.17416  -0.37845
C  2.00782  0.01353  -0.23520
C  -0.02893  1.29780  0.35662
C  -1.41010  0.89638  0.88338
C  -1.34064  -0.02724  2.11024
H  1.52115  -1.55535  -2.32992
H  -0.13608  -2.08122  -2.87669
H  -1.14975  -0.81817  -1.18598
H  2.64083  0.85324  0.02403
H  2.50396  -0.94281  -0.33901
H  -0.20792  2.13506  -0.33235
H  0.63889  1.67499  1.12907
H  -1.88775  1.82336  1.20150
H  -2.01336  0.41592  0.12526
H  -0.85660  -0.96061  1.79715
H  -0.84453  0.42072  2.96181
H  -2.34372  -0.38436  2.32903

---

[3]
# C8H23BrCoN2O3

C8H23BrCoN2O3 as an isolated structure (wB97M-V/def2-TZVPD, OMol25).

Calculated values
- Orbital gap (alpha / beta): 0.350 / 0.213 Ha
- HOMO level (alpha / beta): -12.3 / -12.1 eV
- 2S+1: 5
- Charge: +1

Positions of all 38 atoms, in Å:
Co  -1.25790  0.58982  -0.43470
Br  -3.68739  0.19198  0.37310
O  -1.62711  1.89607  -1.88515
H  -1.83265  2.76194  -1.48197
C  0.07379  2.20856  3.40055
C  0.10288  1.31197  2.13184
C  -0.21754  -0.17337  2.41584
O  -0.41990  -0.85592  1.15225
C  -0.12654  -2.29885  1.34769
N  -0.75132  2.01093  1.17617
H  -0.91498  2.58719  3.65954
H  0.60287  3.13377  3.17216
H  0.69425  1.64623  4.09833
H  1.12445  1.30044  1.75189
H  -1.12034  -0.35316  2.99956
H  0.58051  -0.72961  2.90757
H  -0.74064  -2.76171  0.57520
H  -0.40001  -2.78788  2.28265
H  0.89357  -2.55538  1.06190
H  -1.55037  2.22392  1.75604
H  -0.36261  2.93964  1.09544
C  2.53850  0.08256  -2.48602
C  1.11904  0.11866  -2.13471
C  0.49321  -1.29233  -2.10000
O  -0.78074  -1.21937  -1.57904
C  -1.57117  -2.40613  -1.94034
N  0.85597  0.69989  -0.84359
H  2.91687  1.10205  -2.41138
H  2.80931  -0.38010  -3.43507
H  3.04410  -0.53944  -1.74738
H  0.64010  0.65638  -2.95299
H  1.08443  -1.86986  -1.38936
H  0.66994  -1.68158  -3.10267
H  -1.70776  -2.37506  -3.02130
H  -2.59552  -2.22691  -1.61370
H  -1.17457  -3.27907  -1.42190
H  0.92286  1.66732  -1.12594
H  1.67230  0.65631  -0.25045